#a
C4H6O in the gas phase. Source: the Open Molecules 2025 dataset; level of theory: ωB97M-V/def2-TZVPD.

Output
highest occupied orbital energy	-0.3358	Eh
Kohn-Sham gap	10.3	eV
LUMO energy	1.138	eV
SMILES	C1C[C@H]2O[C@@H]12

ORCA input file:
```
! wB97M-V def2-TZVPD RIJCOSX def2/J DEFGRID3
* xyz 0 1
C -0.62 1.02 -0.20
C -0.71 -0.80 0.07
C 0.76 -0.63 0.25
O 1.33 -0.13 -0.93
C 0.84 0.81 0.05
H -1.39 0.61 0.44
H -0.87 1.35 -1.21
H -1.22 -1.14 1.00
H -1.09 -1.36 -0.78
H 1.38 -1.23 0.91
H 1.59 1.50 0.41
*
```

#b
C4H6O in the gas phase. Source: the Open Molecules 2025 dataset; level of theory: ωB97M-V/def2-TZVPD.

Output
highest occupied orbital energy	-0.3171	Eh
Kohn-Sham gap	9.5	eV
LUMO energy	0.846	eV

ORCA input file:
```
! wB97M-V def2-TZVPD RIJCOSX def2/J DEFGRID3
* xyz 0 1
C 0.97 0.90 -0.30
C 0.36 -0.43 0.11
C -1.12 -0.41 0.53
O -1.42 -1.09 -0.71
C -0.15 -1.22 -1.11
H 2.02 0.78 -0.56
H 0.88 1.64 0.50
H 1.03 -0.99 0.77
H -1.62 0.56 0.59
H -1.40 -1.04 1.38
H 0.46 1.31 -1.19
*
```

#c
C4H6O as an isolated structure. Source: the Open Molecules 2025 dataset; level of theory: ωB97M-V/def2-TZVPD.

Output
highest occupied orbital energy	-0.3567	Eh
Kohn-Sham gap	10.1	eV
LUMO energy	0.412	eV

ORCA input file:
```
! wB97M-V def2-TZVPD RIJCOSX def2/J DEFGRID3
* xyz 0 1
C 0.39 -0.24 0.11
C 1.64 0.06 -0.15
C -0.91 -0.76 -0.37
C -0.80 0.02 0.86
O -1.38 1.76 0.63
H 2.24 0.87 0.35
H 2.13 -0.49 -0.86
H -1.35 -0.15 -1.24
H -1.09 -1.82 -0.24
H -0.84 -0.11 1.90
H -0.90 1.94 1.36
*
```

#d
C4H6O as an isolated structure. Source: the Open Molecules 2025 dataset; level of theory: ωB97M-V/def2-TZVPD.

Output
highest occupied orbital energy	-0.2597	Eh
Kohn-Sham gap	6.1	eV
LUMO energy	-1.000	eV

ORCA input file:
```
! wB97M-V def2-TZVPD RIJCOSX def2/J DEFGRID3
* xyz 0 1
C -1.48 1.01 0.49
C -0.21 0.43 0.39
O 0.93 0.82 0.75
C -0.07 -0.96 -0.17
C 0.72 -1.11 -1.36
H -2.34 0.48 0.16
H -1.60 1.89 1.09
H 1.28 -0.32 -1.80
H -0.54 -1.68 0.68
H 1.21 -1.11 -0.21
H 0.83 -2.12 -1.92
*
```

Which of them is most stable? Easy: #b.

#a
C4H6O in the gas phase. Source: the Open Molecules 2025 dataset; level of theory: ωB97M-V/def2-TZVPD.

Output
highest occupied orbital energy	-0.3749	Eh
Kohn-Sham gap	11.2	eV
LUMO energy	0.972	eV
SMILES	C#C[C@@H](C)O

ORCA input file:
```
! wB97M-V def2-TZVPD RIJCOSX def2/J DEFGRID3
* xyz 0 1
C 2.10 0.55 -0.80
C 0.93 0.49 -0.53
C -0.50 0.37 -0.18
C -0.82 -1.06 0.29
O -0.90 1.35 0.76
H 3.14 0.60 -1.05
H -1.08 0.59 -1.08
H -1.87 -1.29 0.12
H -0.61 -1.15 1.36
H -0.20 -1.79 -0.25
H -0.20 1.40 1.44
*
```

#b
C4H6O in the gas phase. Source: the Open Molecules 2025 dataset; level of theory: ωB97M-V/def2-TZVPD.

Output
highest occupied orbital energy	-0.3614	Eh
Kohn-Sham gap	10.2	eV
LUMO energy	0.330	eV
SMILES	C=CC(C)=O

ORCA input file:
```
! wB97M-V def2-TZVPD RIJCOSX def2/J DEFGRID3
* xyz 0 1
C -2.06 0.22 -0.06
C -0.84 -0.31 0.10
C 0.42 0.52 0.10
C 1.72 -0.30 -0.08
O 0.37 1.73 0.07
H -2.03 1.31 -0.22
H -2.93 -0.40 -0.09
H -0.75 -1.41 0.39
H 2.17 -0.37 1.03
H 2.34 0.37 -0.78
H 1.58 -1.37 -0.46
*
```

#c
C4H6O in the gas phase. Source: the Open Molecules 2025 dataset; level of theory: ωB97M-V/def2-TZVPD.

Output
highest occupied orbital energy	-0.3424	Eh
Kohn-Sham gap	10.2	eV
LUMO energy	0.922	eV
SMILES	OC=C1CC1

ORCA input file:
```
! wB97M-V def2-TZVPD RIJCOSX def2/J DEFGRID3
* xyz 0 1
O -2.05 0.96 -0.65
C -1.45 -0.05 0.07
C -0.14 -0.13 0.17
C 1.13 0.48 -0.24
C 1.09 -0.73 0.70
H -2.09 0.70 -1.58
H -2.14 -0.73 0.57
H 1.47 0.32 -1.26
H 1.39 1.45 0.18
H 1.43 -1.69 0.30
H 1.35 -0.57 1.74
*
```

#d
C4H6O in the gas phase. Source: the Open Molecules 2025 dataset; level of theory: ωB97M-V/def2-TZVPD.

Output
highest occupied orbital energy	-0.3375	Eh
Kohn-Sham gap	10.1	eV
LUMO energy	0.868	eV
SMILES	CC#CCO

ORCA input file:
```
! wB97M-V def2-TZVPD RIJCOSX def2/J DEFGRID3
* xyz 0 1
C 1.04 1.97 0.95
C 0.49 0.87 0.21
C 0.02 -0.15 -0.37
C -0.49 -1.48 -0.82
O -1.90 -1.51 -0.84
H 0.71 1.84 2.03
H 2.11 1.98 1.00
H 0.55 2.97 0.74
H -0.21 -1.75 -1.85
H -0.15 -2.34 -0.25
H -2.17 -2.41 -0.81
*
```

Which of them is most stable? Easy: #b.

#a
C4H6O in the gas phase. Source: the Open Molecules 2025 dataset; level of theory: ωB97M-V/def2-TZVPD.

Output
highest occupied orbital energy	-0.2951	Eh
Kohn-Sham gap	9.1	eV
LUMO energy	1.048	eV

ORCA input file:
```
! wB97M-V def2-TZVPD RIJCOSX def2/J DEFGRID3
* xyz 0 1
C 0.05 0.39 -1.12
C 0.13 0.89 0.31
C -0.67 -0.50 1.29
O -1.13 -1.32 0.18
C 0.04 -0.81 -0.24
H 0.92 0.48 -1.77
H -0.88 0.61 -1.65
H 1.15 1.14 0.62
H -0.61 1.61 0.61
H 0.03 -1.14 1.86
H 0.97 -1.35 -0.10
*
```

#b
A 2-piece molecular cluster, C4H6O overall. Source: the Open Molecules 2025 dataset; level of theory: ωB97M-V/def2-TZVPD.

Output
highest occupied orbital energy	-0.3536	Eh
Kohn-Sham gap	8.7	eV
LUMO energy	-0.893	eV

ORCA input file:
```
! wB97M-V def2-TZVPD RIJCOSX def2/J DEFGRID3
* xyz 0 1
C -1.72 -0.37 -0.08
C -0.35 -0.62 0.39
O 0.13 -1.07 1.41
C 0.71 -0.10 -0.58
C 1.77 0.48 0.02
H -2.64 -0.54 0.46
H -1.77 -0.07 -1.13
H -1.22 1.28 0.65
H 0.55 0.02 -1.65
H 1.86 0.31 1.07
H 2.67 0.68 -0.57
*
```

Which of them is most stable? Easy: #b.

#a
C2H3NO3 in the gas phase. Source: the Open Molecules 2025 dataset; level of theory: ωB97M-V/def2-TZVPD.

Output
highest occupied orbital energy	-0.3626	Eh
Kohn-Sham gap	10.5	eV
LUMO energy	0.668	eV
SMILES	O=C1NOCO1

ORCA input file:
```
! wB97M-V def2-TZVPD RIJCOSX def2/J DEFGRID3
* xyz 0 1
O 1.40 -0.88 1.63
C 0.71 -0.41 0.76
N 0.35 -1.07 -0.35
O -0.44 -0.15 -1.06
C -0.79 0.78 -0.17
O 0.18 0.81 0.72
H 1.08 -1.52 -0.80
H -0.68 1.69 -0.91
H -1.81 0.74 0.17
*
```

#b
C2H3NO3 in the gas phase. Source: the Open Molecules 2025 dataset; level of theory: ωB97M-V/def2-TZVPD.

Output
highest occupied orbital energy	-0.3833	Eh
Kohn-Sham gap	10.6	eV
LUMO energy	0.169	eV
SMILES	O=CN(O)C=O

ORCA input file:
```
! wB97M-V def2-TZVPD RIJCOSX def2/J DEFGRID3
* xyz 0 1
O 2.13 0.78 -0.04
C 1.34 -0.17 -0.07
N -0.02 -0.06 0.02
O -0.75 -1.30 -0.08
C -0.92 0.97 -0.22
O -0.62 2.14 0.08
H 1.68 -1.14 -0.14
H -0.89 -1.72 0.76
H -1.96 0.50 -0.31
*
```

#c
C2H3NO3 as an isolated structure. Source: the Open Molecules 2025 dataset; level of theory: ωB97M-V/def2-TZVPD.

Output
highest occupied orbital energy	-0.3453	Eh
Kohn-Sham gap	9.7	eV
LUMO energy	0.258	eV

ORCA input file:
```
! wB97M-V def2-TZVPD RIJCOSX def2/J DEFGRID3
* xyz 0 1
C 0.14 -1.64 -0.07
C -0.04 0.99 0.02
N -0.17 -0.23 0.27
O -1.22 -0.79 0.78
O -0.09 -2.06 -1.13
O 1.00 1.70 -0.45
H 0.60 -2.12 0.84
H -0.97 1.60 0.09
H 0.74 2.55 -0.34
*
```

#d
A 2-piece molecular cluster, C2H3NO3 overall. Source: the Open Molecules 2025 dataset; level of theory: ωB97M-V/def2-TZVPD.

Output
highest occupied orbital energy (spin up / spin down)	-0.3531 / -0.3175	Eh
Kohn-Sham gap (spin up / spin down)	9.7 / 7.8	eV
LUMO energy (spin up / spin down)	0.129 / -0.850	eV

ORCA input file:
```
! wB97M-V def2-TZVPD RIJCOSX def2/J DEFGRID3
* xyz 0 1
C -0.31 -0.12 -0.57
C 0.59 -0.40 0.51
N 3.03 0.12 -0.08
O 3.35 1.11 -0.60
O 3.59 -0.85 0.29
O 0.22 -1.41 -0.25
H -1.41 -0.18 -0.36
H 0.08 0.49 -1.46
H 0.42 -0.42 1.55
*
```

Which of them is most stable? Easy: #b.

#a
A 2-piece molecular cluster, C2H3NO3 overall. Source: the Open Molecules 2025 dataset; level of theory: ωB97M-V/def2-TZVPD.

Output
highest occupied orbital energy	-0.3987	Eh
Kohn-Sham gap	11.7	eV
LUMO energy	0.848	eV
SMILES	O=[N+]([O-])O.C#C

ORCA input file:
```
! wB97M-V def2-TZVPD RIJCOSX def2/J DEFGRID3
* xyz 0 1
O -3.75 -0.10 -0.29
N -2.67 -0.23 -0.03
O -1.95 -1.14 -0.12
O -2.01 0.85 0.61
H -1.14 0.70 0.27
C 0.97 0.02 -0.54
C 0.56 -0.73 0.33
H 1.08 0.77 -1.24
H 0.44 -1.47 1.17
*
```

#b
A 2-piece molecular cluster, C2H3NO3 overall. Source: the Open Molecules 2025 dataset; level of theory: ωB97M-V/def2-TZVPD.

Output
highest occupied orbital energy	-0.3612	Eh
Kohn-Sham gap	10.6	eV
LUMO energy	0.783	eV

ORCA input file:
```
! wB97M-V def2-TZVPD RIJCOSX def2/J DEFGRID3
* xyz 0 1
C -0.75 0.65 0.00
C -0.99 0.88 3.08
N -0.35 -0.59 -0.05
O -1.83 1.13 0.25
O -1.60 1.60 3.72
O 1.03 -0.84 -0.27
H 0.07 1.42 -0.07
H -0.93 -1.46 0.11
H 1.37 0.09 -0.25
*
```

Which of them is most stable? Easy: #b.